(P)
DFT (ωB97M-V/def2-TZVPD) results for a cluster of 2 separate species, CH5NO in total.

Properties
SMILES: N=O.C
Frontier orbital gap, eV: 9.3
Lowest unoccupied orbital energy, eV: -0.195

Last column: Mulliken charge in e.
Positions of all 8 atoms, in Å:
N: 2.862 -0.513 -0.037  0.0203
O: 3.040 0.657 0.006  -0.2182
H: 1.785 -0.746 0.157  0.2086
C: -1.475 0.125 -0.002  -0.8465
H: -1.760 -0.582 0.778  0.2453
H: -1.731 1.197 0.235  0.2218
H: -2.216 -0.164 -0.748  0.2708
H: -0.506 0.025 -0.390  0.0980



(Q)
DFT (ωB97M-V/def2-TZVPD) results for a structure of composition CH5NO.

Properties
Frontier orbital gap, eV: 9.6
Lowest unoccupied orbital energy, eV: 1.045

Last column: Mulliken charge in e.
Positions of all 8 atoms, in Å:
C: -0.672 0.849 0.070  -0.6956
N: 1.119 -1.058 -0.160  -0.3498
O: 0.851 0.111 -0.627  -0.3177
H: -1.290 0.074 0.353  0.3307
H: -1.036 1.446 -0.678  0.2644
H: -0.325 1.383 0.857  0.2930
H: 0.528 -1.770 -0.653  0.2312
H: 0.825 -1.034 0.837  0.2439



Least stable: (Q)



(P)
DFT (ωB97M-V/def2-TZVPD) results for a cluster of 2 separate species, C6H8N4 in total.

Properties
Frontier orbital gap (alpha / beta), eV: 8.2 / 8.3
Lowest unoccupied orbital energy (alpha / beta), eV: -0.125 / -0.575

Last column: Mulliken charge in e.
Positions of all 18 atoms, in Å:
C: -3.301 -3.218 0.396  0.1551
C: -2.531 -2.342 0.645  -0.7081
C: -1.645 -0.298 1.940  -0.8756
C: -0.665 0.596 1.650  -0.0052
C: -1.561 -1.341 0.956  0.5093
C: 1.946 -0.319 -0.553  -0.7397
N: -0.545 -1.093 0.168  -0.9395
N: -0.025 0.056 0.597  1.4973
N: -0.013 1.804 -1.345  -0.4729
N: 1.030 0.588 0.009  -0.8320
H: -4.236 -3.749 0.086  0.3705
H: -2.514 -0.122 2.603  0.3241
H: -0.391 1.625 2.021  0.3506
H: 2.618 -0.767 0.282  0.3075
H: 1.624 -1.162 -1.101  0.3131
H: 2.758 0.351 -1.041  0.3211
H: 0.333 2.729 -1.198  0.2034
H: 0.357 1.485 -2.228  0.2210



(Q)
DFT (ωB97M-V/def2-TZVPD) results for a cluster of 2 separate species, C6H8N4 in total.

Properties
SMILES: c1c[nH]cn1.c1c[nH]cn1
Frontier orbital gap, eV: 9.6
Lowest unoccupied orbital energy, eV: 0.777

Last column: Mulliken charge in e.
Positions of all 18 atoms, in Å:
C: 2.228 -2.574 0.510  -0.2887
C: 2.288 -3.854 0.005  -0.2499
N: 2.332 -4.678 1.075  -0.0456
C: 2.412 -3.887 2.175  -0.1579
N: 2.418 -2.610 1.889  -0.5226
H: 2.100 -1.635 -0.028  0.3709
H: 2.425 -4.237 -1.007  0.3488
H: 2.327 -5.701 1.097  0.2082
H: 2.657 -4.275 3.163  0.3368
C: -2.236 3.595 -2.249  -0.4016
C: -1.466 3.212 -1.136  -0.1916
N: -2.239 3.658 -0.063  -0.0709
C: -3.310 4.279 -0.482  -0.0451
N: -3.289 4.397 -1.778  -0.5428
H: -1.928 3.723 -3.287  0.3265
H: -0.529 2.671 -1.006  0.3786
H: -2.064 3.419 0.916  0.2090
H: -4.128 4.498 0.205  0.3379



Least stable: (P)



(P)
DFT (ωB97M-V/def2-TZVPD) results for an isolated molecule of C3H3Br2N.

Properties
SMILES: CC(Br)(Br)C#N
Frontier orbital gap, eV: 9.5
Lowest unoccupied orbital energy, eV: -1.160

Last column: Mulliken charge in e.
Positions of all 9 atoms, in Å:
C: 0.257 0.015 0.007  -1.0302
C: 1.710 0.139 0.388  0.0762
Br: 2.527 1.653 -0.428  0.0247
Br: 2.610 -1.660 -0.504  -0.0701
C: 2.027 0.134 1.814  0.3136
N: 2.143 0.173 2.968  -0.3516
H: 0.111 0.185 -1.126  0.3167
H: -0.537 0.746 0.492  0.3079
H: -0.103 -0.892 0.309  0.4128



(Q)
DFT (ωB97M-V/def2-TZVPD) results for a cluster of 2 separate species, C3H3Br2N in total.

Properties
Frontier orbital gap (alpha / beta), eV: 7.0 / 6.9
Lowest unoccupied orbital energy (alpha / beta), eV: -0.785 / -0.625

Last column: Mulliken charge in e.
Positions of all 9 atoms, in Å:
C: -0.192 0.766 0.286  -0.1565
C: -1.360 -1.397 0.094  -0.3662
C: 1.917 -0.124 -0.552  -0.4233
N: 0.898 0.527 -0.126  -0.1208
Br: 0.049 -2.532 -0.213  0.0049
Br: 3.633 0.239 0.160  -0.1455
H: -0.872 1.570 0.462  0.3482
H: -2.011 -1.503 1.041  0.2083
H: 1.827 -0.682 -1.370  0.6510



Least stable: (Q)